Computed, not measured: one molecule with the formula C18H23ClFN5O2, with ωB97M-V/def2-TZVPD.

Structure (ORCA input):
```
! wB97M-V def2-TZVPD RIJCOSX def2/J DEFGRID3
* xyz 0 1
C -3.394 -3.066 -1.956
N -3.249 -2.310 -0.732
C -1.898 -1.801 -0.575
C -1.771 -1.088 0.767
N -2.700 0.022 0.801
C -2.524 0.911 1.928
C -3.066 2.314 1.618
C -2.662 2.775 0.215
N -1.242 2.640 0.005
C -0.725 1.828 -0.935
O -1.335 1.308 -1.844
C 0.739 1.653 -0.741
N 1.439 2.137 0.241
N 2.703 1.720 0.072
C 2.717 0.994 -1.002
C 3.885 0.305 -1.605
C 4.834 -0.144 -0.530
C 6.147 0.308 -0.477
F 6.577 1.154 -1.434
C 7.034 -0.081 0.509
C 6.599 -0.953 1.490
C 5.299 -1.427 1.476
C 4.433 -1.022 0.474
Cl 2.813 -1.617 0.465
O 1.500 0.913 -1.568
C -4.051 -0.482 0.660
C -4.181 -1.198 -0.680
H -4.411 -3.451 -2.018
H -2.703 -3.908 -1.937
H -3.189 -2.463 -2.854
H -1.201 -2.642 -0.610
H -1.643 -1.088 -1.377
H -0.753 -0.704 0.879
H -1.965 -1.809 1.582
H -1.451 0.986 2.125
H -3.004 0.528 2.846
H -4.154 2.327 1.681
H -2.680 3.009 2.366
H -3.141 2.148 -0.538
H -2.962 3.818 0.065
H -0.615 2.979 0.721
H 4.395 0.991 -2.286
H 3.519 -0.548 -2.181
H 8.041 0.304 0.498
H 7.275 -1.265 2.270
H 4.953 -2.107 2.238
H -4.753 0.352 0.693
H -4.302 -1.187 1.474
H -5.196 -1.587 -0.792
H -3.983 -0.474 -1.489
*
```

Properties
HOMO-LUMO gap: 9.06 eV
SMILES: CN1CCN(CCCNC(=O)c2nnc(Cc3c(F)cccc3Cl)o2)CC1

Mulliken atomic charge list, values in e, 8 entries:
1 C -1.06
2 N -0.15
3 C -0.73
4 C -1.12
5 N 0.80
6 C -0.97
7 C -0.86
8 C -0.70